Density functional theory data (the ωB97M-V functional and the def2-TZVPD basis) for a cluster of 12 separate species, C33H55F21N10O19 in total at a distorted geometry.

Structure (XYZ):
```
138
Properties=species:S:1:pos:R:3:forces:R:3:mulliken_charge:R:1
C -12.684 -8.050 25.794 0.5223 0.9276 0.1638 -0.47
C -12.702 -8.441 27.264 0.2529 -0.2718 -0.2119 -0.54
O -12.819 -9.908 27.365 -0.9456 0.5965 0.1086 -0.32
C -11.761 -10.641 27.241 2.1771 1.4192 -0.0585 0.06
O -10.629 -10.215 27.084 -0.8195 -0.9141 0.1488 -0.31
C -12.161 -12.103 27.362 1.1308 -0.9584 -0.8239 0.88
F -12.563 -12.366 28.592 0.2345 -0.3427 0.5041 -0.27
F -13.167 -12.322 26.543 -0.7710 -0.3935 -0.6292 -0.24
F -11.151 -12.957 26.987 -0.9112 1.0474 0.8124 -0.20
H -12.651 -6.949 25.657 -0.2818 -0.4518 0.4517 0.39
H -13.597 -8.408 25.323 0.2888 -0.0577 -0.1455 0.14
H -11.746 -8.336 25.272 -0.8023 -0.4158 0.3242 0.09
H -13.560 -8.109 27.839 -0.2581 0.1207 -0.3230 0.37
H -11.828 -8.107 27.805 0.4215 -0.1290 0.0326 0.27
C -4.456 -10.397 20.621 -0.6976 -0.8640 -0.4149 -1.31
C -5.082 -11.764 20.399 -0.3432 -0.1281 2.7827 0.13
O -4.123 -12.843 20.653 -0.4614 0.9748 -0.2175 -0.36
C -3.348 -13.041 19.642 0.1162 -1.4395 -1.6315 0.31
O -3.367 -12.497 18.565 0.3029 -0.0943 0.7639 -0.53
C -2.492 -14.305 19.894 0.9770 -0.2780 -0.0056 0.86
F -3.012 -15.421 19.322 0.1486 0.9857 0.5923 -0.25
F -1.294 -14.083 19.319 -0.2486 -0.3769 0.4723 -0.25
F -2.313 -14.545 21.224 -0.0867 0.0764 -1.2406 -0.23
H -5.213 -9.681 20.369 -0.4297 0.6099 -0.0299 0.32
H -3.695 -10.318 19.893 1.1453 0.5417 -0.5682 0.63
H -4.108 -10.206 21.631 0.0720 -0.2532 0.0702 0.14
H -5.628 -11.887 19.467 0.3919 -0.1513 -0.1002 0.44
H -5.699 -11.994 21.265 -0.8119 0.3492 -0.4507 0.05
C -5.728 -12.236 25.171 -0.8519 -1.2924 -1.0473 0.50
C -4.502 -12.758 25.796 1.5122 0.0520 2.9568 -0.91
O -4.797 -14.021 26.605 -1.3471 1.7403 -1.7757 -0.22
C -3.817 -14.695 27.087 1.4341 0.0014 0.5400 0.28
O -2.628 -14.549 26.941 -0.6897 0.0012 -0.3621 -0.54
C -4.282 -15.642 28.196 -0.3592 -2.0916 0.4077 0.95
F -4.064 -15.018 29.329 0.2228 0.8408 1.1375 -0.25
F -5.571 -16.077 28.259 0.6544 0.6387 -0.8467 -0.25
F -3.516 -16.750 28.199 -0.1656 0.2010 -0.2609 -0.25
H -6.004 -12.911 24.300 0.0845 1.1816 0.7830 0.42
H -5.580 -11.184 24.922 0.1255 -0.1217 -0.4447 -0.22
H -6.531 -12.237 25.903 -0.1154 -0.1287 -0.0412 -0.24
H -4.157 -12.049 26.592 -0.3860 -0.5030 -0.4773 0.14
H -3.615 -12.922 25.208 -0.0937 -0.4544 -0.6769 0.52
C -8.541 -9.566 18.415 -0.2805 0.1478 -1.9805 -1.31
C -8.519 -11.018 18.769 0.3286 0.7280 0.1816 2.83
O -8.361 -11.846 17.613 2.0837 -0.0322 0.8440 -0.40
C -9.385 -12.154 16.922 -2.2707 0.8338 -1.5087 0.45
O -10.558 -11.946 17.179 1.2482 -0.6074 -0.0745 -0.52
C -8.963 -12.538 15.452 1.0080 -0.4532 1.0250 0.80
F -9.992 -13.160 14.920 -0.1741 0.2729 -0.9321 -0.23
F -8.582 -11.415 14.819 -1.1099 0.2087 -0.1980 -0.26
F -7.875 -13.322 15.314 -0.4116 -0.3642 0.6589 -0.26
H -7.551 -9.164 18.283 0.5282 0.2382 0.6243 0.36
H -9.159 -9.024 19.110 -0.0637 0.4067 0.0945 0.25
H -8.900 -9.462 17.377 -0.6464 0.1403 0.4709 0.41
H -9.373 -11.295 19.320 -1.0468 -0.5022 0.4573 -1.16
H -7.662 -11.118 19.387 0.7144 -1.0100 0.4545 -0.91
C -8.079 -7.996 22.678 0.1329 -1.2681 -0.8660 -0.89
C -7.601 -9.072 23.645 0.7924 1.2779 1.0701 -0.19
O -8.579 -10.120 23.899 0.4301 -0.5984 -1.0985 0.48
C -8.436 -11.150 23.042 0.6635 0.5831 1.4360 0.09
O -7.770 -11.170 22.054 -0.2316 0.0682 -0.4359 -0.24
C -9.026 -12.440 23.626 -1.3412 -1.8017 -0.4207 0.30
F -8.963 -12.582 24.940 0.3585 0.5341 0.0843 -0.15
F -10.383 -12.517 23.331 1.2706 0.0334 -0.2044 -0.24
F -8.391 -13.515 23.086 -0.7432 1.3445 0.3377 -0.21
H -8.372 -8.587 21.783 -0.1713 0.8211 0.2536 -0.04
H -7.330 -7.252 22.350 -0.0178 -0.5972 0.4956 0.41
H -8.920 -7.471 23.101 -0.4666 0.0936 -0.0536 0.15
H -7.367 -8.675 24.626 -0.6393 0.3311 0.4628 0.29
H -6.627 -9.490 23.430 -0.0273 -0.5425 -0.9196 0.12
C -13.274 -13.085 19.433 0.1530 0.2325 0.7893 -1.52
C -11.871 -13.245 19.963 0.4483 -0.0357 -1.4346 0.56
O -11.925 -14.115 21.121 0.3719 -0.4985 0.0470 -0.39
C -10.779 -14.751 21.299 2.8831 0.8615 0.0922 0.57
O -9.723 -14.519 20.716 -2.1772 -0.4592 0.6289 -0.56
C -10.675 -15.834 22.431 -0.9503 0.4250 -1.5475 0.77
F -9.462 -15.872 22.898 0.7315 0.1835 0.8389 -0.20
F -11.555 -15.674 23.422 0.0949 -0.1780 -0.1352 -0.25
F -10.863 -17.007 21.805 -0.6650 -0.4715 0.2143 -0.28
H -13.837 -12.717 20.295 -0.5280 0.2910 -0.4239 0.28
H -13.661 -14.077 19.195 -0.0836 0.1613 -0.2788 0.46
H -13.303 -12.397 18.566 -0.0529 -0.4373 0.5686 0.24
H -11.357 -12.299 20.195 -0.2887 -0.3145 0.2575 -0.51
H -11.257 -13.740 19.202 -0.0070 0.1637 0.2502 0.74
C -13.824 -10.141 23.312 0.0398 -1.3564 -0.5413 -1.40
C -12.742 -10.429 22.304 -0.4278 1.1858 -0.6870 0.94
O -13.310 -9.936 21.033 -1.0303 -0.7989 0.6784 -0.41
C -12.421 -9.513 20.195 -2.9099 1.0969 -0.7302 0.61
O -11.271 -9.613 20.309 3.9445 -0.2025 -0.3998 -0.35
C -13.149 -8.710 19.084 -0.8968 -0.2069 -2.0543 0.67
F -12.461 -8.574 17.941 0.7163 -0.1087 0.6827 -0.23
F -14.289 -9.331 18.689 0.2098 0.0661 0.7652 -0.26
F -13.483 -7.471 19.470 0.1370 -0.1172 0.5680 -0.25
H -13.572 -10.613 24.237 0.2739 -0.3466 0.7976 0.27
H -14.743 -10.651 22.969 0.1804 0.7207 0.1856 0.41
H -13.894 -9.086 23.505 -0.4234 0.3105 -0.3432 0.22
H -12.414 -11.448 22.173 -0.2622 -0.4116 0.0862 -0.16
H -11.873 -9.801 22.376 0.5213 0.0595 0.9020 0.07
N -12.858 -5.189 22.365 -2.1821 1.6124 -2.0299 -0.43
C -11.919 -5.713 23.119 2.8259 -0.4849 1.8621 0.34
N -11.259 -4.775 23.920 0.5439 -0.3992 0.5616 -0.43
O -11.581 -6.891 23.109 -0.3794 0.1108 0.0541 -0.26
H -13.386 -5.838 21.808 0.0871 -0.0850 -0.1808 0.20
H -12.724 -4.265 21.941 -0.1458 -0.7186 0.6095 0.22
H -11.758 -3.978 24.305 0.0661 -0.3944 -0.3310 0.22
H -10.524 -5.152 24.536 -0.7863 0.2199 -0.6065 0.20
N -4.903 -4.069 27.557 1.3707 -0.8964 -1.6552 -0.56
C -4.998 -4.974 26.450 -1.1974 -0.0901 0.0864 0.50
N -4.008 -5.105 25.534 -0.6265 -0.3481 -0.3252 -0.33
O -6.035 -5.648 26.283 0.6230 0.3475 0.8183 -0.61
H -5.494 -4.374 28.302 -0.4656 -0.1657 0.3132 0.24
H -3.945 -3.926 27.888 -0.5237 0.0142 -0.2438 0.27
H -3.319 -4.396 25.366 0.1220 0.0326 0.1555 0.20
H -4.243 -5.793 24.763 0.6506 0.9306 1.0821 0.25
N -4.213 -8.580 25.926 -0.9686 1.9541 -1.4163 -0.18
C -3.676 -8.436 24.664 1.5871 0.0687 0.7072 0.60
N -2.801 -9.519 24.338 -0.9985 1.0765 -0.0011 -0.35
O -3.813 -7.417 23.961 -0.1731 -2.0209 0.5669 -0.74
H -4.986 -7.961 26.197 0.6544 -0.1574 -0.5054 -0.08
H -4.136 -9.353 26.529 0.1856 -1.2560 0.3756 0.28
H -2.491 -10.097 25.110 -0.1020 0.1790 -0.2055 0.21
H -2.098 -9.363 23.624 -0.3657 0.1924 0.2081 0.26
N -7.327 -8.788 27.840 0.9362 -0.1204 0.1220 -0.13
C -6.793 -10.084 27.878 -0.9719 -0.6722 -0.0292 0.24
N -7.755 -11.062 27.998 0.0383 0.1934 -0.0275 -0.16
O -5.600 -10.298 27.759 0.2836 -0.1326 0.0368 -0.68
H -6.574 -8.114 27.962 -0.1855 -0.1184 -0.1573 0.11
H -8.029 -8.607 28.535 -0.6047 -0.0370 0.1889 0.23
H -7.534 -12.064 28.043 0.0955 1.0825 -0.1091 0.27
H -8.720 -10.789 27.810 0.3091 -0.3077 0.0588 0.19
N -8.887 -6.313 27.135 -0.0026 0.2474 -0.5363 -0.12
C -9.075 -6.060 28.466 -0.2878 -0.9214 1.0174 0.48
N -8.490 -4.933 28.927 0.8440 2.6936 0.1486 -0.43
O -9.665 -6.805 29.234 -0.2897 -0.4249 -0.1687 -0.63
H -7.981 -6.043 26.822 0.8961 1.0205 -0.4149 0.45
H -8.903 -7.280 26.892 -0.8111 -0.8667 0.1901 -0.05
H -8.268 -4.182 28.256 -0.1398 -0.8280 0.5746 0.24
H -8.648 -4.592 29.890 -0.1695 -0.8252 -1.0978 0.24
```
Forces are in eV/Å.

Values from the calculation:
SMILES	CCOC(=O)C(F)(F)F.CCOC(=O)C(F)(F)F.CCOC(=O)C(F)(F)F.CCOC(=O)C(F)(F)F.CCOC(=O)C(F)(F)F.CCOC(=O)C(F)(F)F.CCOC(=O)C(F)(F)F.NC(N)=O.NC(N)=O.NC(N)=O.NC(N)=O.NC(N)=O
HOMO level	-10.42	eV
LUMO energy	0.0031	hartree
net charge	0
E	-5365.048429	Ha
HOMO-LUMO gap	0.3862	Eh

Density functional theory data (the ωB97M-V functional and the def2-TZVPD basis) for a structure of composition C33H56BBr2InO16P at a distorted geometry.

Structure (XYZ):
```
110
Properties=species:S:1:pos:R:3:forces:R:3:mulliken_charge:R:1
C 5.079 0.060 -1.838 -1.2197 -0.1685 -1.2016 -1.13
C 4.341 -0.797 -2.855 -0.2998 -0.3747 1.8254 -0.52
B 3.212 -1.592 -2.085 -0.1551 0.1129 -0.4718 -0.11
O 3.548 -2.022 -0.818 1.2271 -0.7144 -0.8285 -0.48
In 1.122 -2.048 -2.857 -0.0640 -0.4879 -0.5464 0.94
P -0.069 -3.127 -0.836 1.0277 1.1232 -0.6141 0.01
O 0.439 -2.466 0.420 -0.0991 0.4086 0.9422 -0.40
C 0.042 -0.224 -3.645 -0.6126 -1.1239 0.6592 -0.95
Br -1.807 -0.661 -4.157 0.1289 -0.0441 -0.1158 -0.11
C 0.083 0.909 -2.731 -0.6240 -0.5973 -0.4127 -0.65
C -0.768 0.787 -1.552 0.5295 0.9420 0.5306 -0.30
Br -0.236 2.638 -3.638 -0.1399 0.5353 -0.1350 -0.24
H 5.680 -0.528 -1.243 1.4995 -1.2230 1.2766 0.34
H 4.361 0.479 -1.205 -1.0286 1.1047 1.2314 0.23
H 5.622 0.832 -2.289 1.0025 1.1858 -0.6584 0.41
H 5.050 -1.485 -3.216 0.8879 -1.1363 -1.1018 0.30
H 3.941 -0.209 -3.620 -0.5314 0.7600 -1.4868 0.39
H 3.112 -1.456 -0.219 -1.2383 0.4961 1.6574 0.17
H 1.062 -3.262 -4.172 -0.0541 0.2235 0.1080 -0.40
H 0.278 -4.495 -0.717 -0.8004 -0.3983 -0.2989 -0.05
H -1.472 -2.963 -0.978 -0.2238 -0.7880 0.1845 -0.05
H 0.561 0.075 -4.501 0.5594 0.0237 -1.7709 0.79
H 1.065 0.955 -2.396 2.0425 0.5845 0.3504 0.43
H -0.472 1.528 -0.859 0.0010 0.8599 0.9449 0.09
H -0.599 -0.135 -1.081 0.2186 -1.5003 0.6486 -0.04
H -1.767 0.882 -1.805 -2.0922 0.1228 -0.3403 0.41
O 3.210 -5.112 5.528 0.9791 -0.4457 1.3574 -0.62
C 2.589 -4.811 4.568 -1.0724 0.1698 -0.8992 0.41
O 2.920 -3.773 3.788 -0.2099 0.3002 -0.5105 -0.38
C 1.913 -3.577 2.743 0.0701 -0.1344 -0.0060 0.44
C 1.227 -4.927 2.612 -0.0108 -0.1226 0.4243 -0.38
C 1.322 -5.472 4.048 0.2510 0.1575 -0.8551 -0.38
H 1.234 -2.787 3.057 -0.0353 0.0168 0.0452 -0.13
H 2.394 -3.274 1.823 0.2020 0.1490 0.0163 -0.04
H 0.217 -4.855 2.223 -0.0612 0.1414 -0.0102 0.25
H 1.799 -5.569 1.942 0.0409 0.0023 -0.0501 0.26
H 0.487 -5.151 4.664 -0.1291 0.0095 0.1624 0.25
H 1.415 -6.552 4.074 -0.0275 -0.0857 0.2668 0.32
O 0.466 1.734 1.366 -0.8524 0.5138 -1.9478 -0.43
C 1.208 1.437 2.234 0.1917 -0.3437 1.5606 0.11
O 2.386 0.816 2.051 0.4562 -0.1580 0.2462 -0.32
C 2.968 0.494 3.348 -0.0738 0.1661 0.0938 -0.24
C 2.313 1.464 4.329 -0.2760 0.0785 -0.3685 -0.33
C 0.934 1.653 3.695 0.9018 0.1010 0.5752 0.21
H 2.741 -0.546 3.578 -0.0876 -0.0661 -0.0476 0.02
H 4.046 0.614 3.302 0.0547 0.0227 -0.2540 0.40
H 2.290 1.098 5.345 -0.0220 -0.1668 0.0951 0.12
H 2.851 2.411 4.330 0.1264 -0.0018 0.0313 0.24
H 0.224 0.901 4.027 -0.0172 0.1061 -0.0321 -0.10
H 0.535 2.647 3.865 -0.2628 0.0090 -0.0871 0.41
O -1.638 -1.226 5.857 0.7259 -0.3192 1.6171 -0.64
C -2.047 -1.048 4.762 -1.0501 0.0220 -0.9654 0.35
O -1.445 -0.231 3.895 -0.2231 -0.0283 -0.7387 -0.23
C -2.237 -0.123 2.665 0.0779 -0.2298 0.0121 0.17
C -3.092 -1.380 2.648 0.0284 -0.1323 0.3101 -0.53
C -3.309 -1.635 4.145 0.2877 0.0033 -0.6754 -0.50
H -2.826 0.785 2.709 0.0959 -0.1346 0.2526 0.20
H -1.573 -0.069 1.807 0.2685 0.0673 0.1455 -0.13
H -4.006 -1.263 2.074 -0.0631 0.1312 -0.0135 0.42
H -2.528 -2.207 2.216 0.0514 0.0167 -0.0423 0.16
H -4.173 -1.096 4.533 0.0037 -0.0215 0.0963 0.24
H -3.390 -2.692 4.375 -0.0886 -0.0186 0.2668 0.35
O 6.442 1.700 5.625 1.0467 0.8848 -1.6222 -0.57
C 5.798 1.197 6.467 -0.3581 -0.6705 1.5027 0.41
O 4.453 1.277 6.500 -0.4400 -0.2190 0.4250 -0.27
C 3.947 0.657 7.707 0.0859 -0.0726 -0.0005 -0.38
C 5.043 -0.303 8.151 0.2368 0.1787 -0.0533 -0.57
C 6.307 0.421 7.671 -0.6700 -0.4138 0.0844 -0.36
H 3.753 1.441 8.443 0.0412 0.0271 -0.0278 0.24
H 3.015 0.146 7.486 -0.0922 0.0858 -0.1915 0.35
H 5.026 -0.512 9.217 -0.0492 0.0677 0.0839 0.33
H 4.941 -1.250 7.625 -0.0378 -0.0636 -0.0542 0.28
H 6.680 1.129 8.411 0.0820 0.0311 -0.0365 0.26
H 7.090 -0.267 7.381 0.2495 0.1198 -0.0588 0.29
O -8.200 1.567 -5.172 -1.7720 0.0174 0.1175 -0.60
C -7.022 1.492 -5.190 1.3682 0.2453 -0.5091 0.51
O -6.293 1.254 -4.084 0.5166 -0.0636 0.0633 -0.35
C -4.877 1.326 -4.409 0.0521 0.1277 0.1316 -0.21
C -4.788 1.082 -5.899 -0.5086 0.3531 0.2081 -0.08
C -6.106 1.679 -6.393 0.4282 -0.4229 0.3617 -0.55
H -4.509 2.317 -4.130 -0.0660 -0.0080 0.0567 0.12
H -4.337 0.577 -3.846 -0.1191 -0.0405 0.2821 0.09
H -3.908 1.515 -6.348 0.2080 0.1233 0.0320 0.23
H -4.771 0.021 -6.094 0.0297 -0.2423 -0.0431 0.22
H -6.019 2.747 -6.602 -0.0963 0.0162 -0.0389 0.29
H -6.492 1.157 -7.259 -0.1885 0.1125 -0.1467 0.28
O -4.166 0.024 -8.380 -1.4358 -0.1502 -0.2395 -0.57
C -2.986 -0.053 -8.360 1.3200 0.1966 -0.4200 0.45
O -2.281 -0.276 -7.235 0.2092 -0.0770 -0.2985 -0.14
C -0.864 -0.206 -7.512 0.1054 -0.0311 -0.0594 -0.31
C -0.738 -0.468 -9.009 -0.2286 0.1788 -0.0674 -0.58
C -2.045 0.126 -9.542 0.5192 -0.4146 0.2863 -0.55
H -0.506 0.786 -7.229 -0.0567 0.0257 0.0171 0.22
H -0.345 -0.947 -6.915 -0.1414 -0.0700 0.2245 0.28
H 0.159 -0.038 -9.446 0.0594 0.0883 0.0483 0.36
H -0.720 -1.540 -9.197 0.0054 -0.0761 0.0245 0.28
H -1.953 1.190 -9.760 -0.0816 0.0204 -0.0370 0.26
H -2.414 -0.405 -10.411 -0.2291 0.1378 -0.1271 0.33
O -3.540 1.996 1.337 -1.0911 -1.5156 0.2338 -0.63
C -3.049 3.048 1.151 0.4808 1.4001 -0.9610 0.62
O -2.649 3.848 2.157 0.2210 0.5160 0.2278 -0.41
C -2.182 5.108 1.629 0.0533 -0.0224 -0.1683 -0.50
C -1.807 4.819 0.179 -0.1836 -0.1142 -0.0582 -0.46
C -2.806 3.718 -0.188 0.5970 0.3783 0.2334 0.03
H -2.990 5.839 1.713 -0.0391 -0.0435 -0.0037 0.29
H -1.337 5.452 2.217 0.0213 -0.1104 0.2033 0.36
H -1.854 5.695 -0.462 -0.0721 0.0850 0.0179 0.38
H -0.794 4.423 0.130 0.0631 -0.0648 0.0220 0.15
H -3.751 4.122 -0.554 -0.0494 -0.0719 -0.0273 0.34
H -2.395 3.014 -0.902 -0.1859 -0.1400 -0.0857 -0.19
```
Forces are in eV/Å.

Values from the calculation:
HOMO level	-4.90	eV
LUMO energy	0.0771	hartree
net charge	-1
E	-8199.375369	Ha
HOMO-LUMO gap	0.2571	Eh